Record 1
Below is 3 unconnected molecules or ions with the total composition C33H34Br4Cl2F5NO3S, with properties calculated with ωB97M-V with the def2-TZVPD basis set.

Output
SMILES string: C[C@@H](Cl)CN1c2cc(CCCCO)c(Cl)cc2Sc2c(C(F)(F)c3cccc(C(F)(F)F)c3)ccc(CC(=O)O)c21.BrCCBr.BrCCBr
charge: 0
LUMO level: 0.2 eV

Each line ends with the Mulliken charge.
Positions of all 83 atoms, in Å:
C -3.44426 -0.02986 1.77463  -1.608
C -2.82843 0.94926 0.78773  2.479
Cl -3.38361 2.61730 1.27281  -0.246
C -1.29764 0.91169 0.79766  -1.093
N -0.73134 0.70966 -0.55810  0.630
C -1.32607 -0.38931 -1.26464  -0.555
C -2.20986 -0.11237 -2.29262  -0.072
C -2.84859 -1.12565 -2.99720  -0.140
C -3.80183 -0.77826 -4.10524  -1.802
C -5.24337 -0.54054 -3.60433  -0.626
C -5.59000 0.92790 -3.32844  -0.857
C -5.52108 1.38777 -1.86929  -0.143
O -5.85849 0.32794 -0.97713  -0.590
C -2.56513 -2.43643 -2.61367  1.073
Cl -3.35201 -3.75266 -3.43324  -0.257
C -1.66098 -2.74585 -1.61806  -0.791
C -1.03161 -1.70591 -0.95037  0.177
S 0.15519 -2.00991 0.32108  -0.338
C 1.25303 -0.66146 -0.04605  0.887
C 2.63921 -0.78877 0.08414  -0.188
C 3.28542 -2.06487 0.57976  0.844
F 2.89899 -3.12816 -0.19265  -0.272
F 4.64614 -1.97502 0.44166  -0.397
C 2.94831 -2.35282 2.02873  -0.169
C 2.89604 -3.67009 2.47844  -0.698
C 2.58746 -3.93644 3.80067  -0.855
C 2.31393 -2.89955 4.68151  -0.791
C 2.34570 -1.59272 4.22256  0.148
C 2.02473 -0.44029 5.12929  0.969
F 3.11197 0.28935 5.45941  -0.268
F 1.15389 0.41948 4.53817  -0.200
F 1.44511 -0.84276 6.27698  -0.299
C 2.67737 -1.31770 2.90321  -0.187
C 3.43203 0.30303 -0.21646  -1.068
C 2.87729 1.50064 -0.63392  -0.186
C 1.50455 1.65065 -0.74469  0.164
C 0.84551 2.95145 -1.14829  -0.407
C 1.74403 3.78273 -2.04449  0.262
O 1.72513 3.71558 -3.23995  -0.557
O 2.60592 4.61917 -1.40889  -0.500
C 0.69320 0.54904 -0.45176  -0.919
H -3.42615 -1.04350 1.37196  0.298
H -2.90240 0.00558 2.71745  0.410
H -4.48255 0.23984 1.95916  0.521
H -3.22437 0.81920 -0.21291  -1.477
H -0.92858 1.87375 1.14920  0.758
H -0.95795 0.17036 1.52481  0.254
H -2.38525 0.92669 -2.54193  0.539
H -3.42967 0.15036 -4.54402  0.426
H -3.76459 -1.52051 -4.89808  0.641
H -5.91143 -0.89260 -4.39070  0.411
H -5.42671 -1.16610 -2.73403  0.507
H -6.59118 1.12641 -3.70798  0.357
H -4.91594 1.57485 -3.89381  0.338
H -6.24977 2.19352 -1.73763  0.391
H -4.54910 1.81641 -1.61095  0.130
H -5.43931 0.50280 -0.13098  0.301
H -1.44667 -3.77403 -1.36665  0.470
H 3.08390 -4.47053 1.77812  0.550
H 2.55126 -4.95635 4.15538  0.404
H 2.06504 -3.09617 5.71376  0.505
H 2.70946 -0.28317 2.58284  0.341
H 4.50325 0.20302 -0.13135  0.623
H 3.54302 2.32490 -0.85168  0.698
H -0.07086 2.73230 -1.68509  0.248
H 0.57821 3.53008 -0.25875  0.352
H 2.55627 4.46385 -0.45754  0.377
Br 1.22203 -2.22266 -3.14650  0.046
C 2.40128 -3.16224 -4.37177  -0.682
C 3.83816 -3.06028 -3.93178  -0.490
Br 4.58219 -1.30101 -4.29307  -0.132
H 2.23440 -2.74123 -5.35779  0.395
H 2.07475 -4.19974 -4.35779  0.356
H 4.45783 -3.76208 -4.48543  0.401
H 3.95269 -3.23236 -2.86604  0.162
Br 3.10900 6.33110 4.46806  -0.152
C 1.91051 4.85073 4.85669  -0.671
C 2.58935 3.51809 4.69052  -0.425
Br 2.81253 3.04622 2.81667  -0.048
H 1.05373 4.96207 4.20045  0.378
H 1.59930 4.98757 5.88955  0.411
H 1.97952 2.72429 5.11641  0.116
H 3.57897 3.49537 5.13429  0.411

Forces on atoms 1 to 6 (eV/Å):
-0.159 0.092 -0.303
0.042 0.290 0.597
-0.004 -0.007 -0.175
-0.196 0.420 -0.172
0.146 -0.571 0.473
-0.107 0.198 -0.171

---

Record 2
Below is a molecular structure, C7H21ClI2N5P2Pd in a non-equilibrium geometry, with properties calculated with ωB97M-V with the def2-TZVPD basis set.

Output
⟨S²⟩: 6.072
charge: +3
LUMO level (alpha / beta): -10.4 / -13.4 eV
spin multiplicity: 5

Each line ends with the Mulliken charge.
Positions of all 39 atoms, in Å:
I 3.13092 1.13231 2.42246  0.475
I 3.51098 -1.18409 2.22434  0.375
Pd -2.25585 -0.52188 0.32361  0.280
P -3.92891 -0.10833 -1.20302  0.192
C -4.22686 -0.19164 0.59413  -0.490
C -3.03231 1.33550 -1.94351  -0.883
H -3.91421 1.98298 -2.15554  0.399
H -4.45666 -1.98658 -2.30623  0.391
H -2.51280 1.01662 -2.87239  0.372
H -2.85932 -1.38725 -2.98098  0.373
H -3.46260 0.05276 1.44536  0.290
H -2.32568 1.85385 -1.26139  0.318
C -3.44512 -1.62132 -2.07947  -0.862
H -4.80769 0.78012 0.62330  0.389
H -2.90910 -2.32637 -1.42507  0.346
H -4.80508 -1.09337 0.84270  0.418
P 3.19243 0.03055 -1.50698  0.778
C 4.46029 0.09853 -0.07677  -0.753
C 3.25123 -1.60315 -2.57035  -1.013
H 2.90270 0.89296 -3.84667  0.379
H 4.52670 1.00449 -3.09050  0.451
H 3.18450 2.05483 -2.50398  0.372
C 3.44629 1.11357 -2.92666  -1.099
H 2.89113 -1.44441 -3.60349  0.360
H 4.32932 -1.79718 -2.77326  0.414
H 5.16745 0.75982 -0.55280  0.304
H 5.09195 -0.42246 0.72964  0.586
H 2.76319 -2.51499 -2.18635  0.334
H 3.31402 0.40197 0.37915  -0.043
Cl -0.36767 -0.58543 -1.08753  -0.407
N -1.09549 1.43216 5.24391  -0.653
N -0.65009 0.94943 4.04444  0.951
N 0.25081 -0.08225 4.00442  -0.556
C -0.06665 -0.67987 2.82467  -0.462
N -1.19629 -0.14782 2.33363  -0.067
N -1.63178 0.79683 3.14288  -0.355
H -1.48245 2.35798 5.16913  0.282
H -0.42587 1.28867 5.99836  0.292
H 0.44453 -1.63752 2.60685  0.520

Forces on atoms 1 to 6 (eV/Å):
-1.864 9.967 2.138
0.698 -11.062 1.585
2.925 0.877 1.633
3.484 -0.230 0.032
-3.897 1.207 -1.380
-1.455 1.120 0.095

---

Record 3
Below is a molecular structure, C35H39InN4O3S3Sb, with properties calculated with ωB97M-V with the def2-TZVPD basis set.

Output
charge: -1
LUMO level: 2.5 eV

Each line ends with the Mulliken charge.
Positions of all 86 atoms, in Å:
In 1.04062 -0.95159 0.55469  1.707
C -2.28050 -2.67625 -0.68615  -1.480
C -1.35296 -1.79450 -1.45965  0.280
N -1.31476 -0.53964 -1.18638  -0.081
N -0.67000 0.22890 -2.14316  -0.018
C 0.20639 1.07312 -1.79475  -0.178
S 0.92398 1.39138 -0.23322  -0.008
S 0.85191 2.06518 -3.14603  -0.294
C 1.22339 0.72214 -4.30357  -0.449
C 0.14920 0.28448 -5.27007  0.683
C 0.49742 -0.65382 -6.23836  -0.378
C -0.43787 -1.12653 -7.14332  -0.619
C -1.74380 -0.65907 -7.09645  -0.405
C -2.09611 0.27791 -6.13820  -0.764
C -1.15777 0.74469 -5.22938  -0.047
C -0.48654 -2.43330 -2.46735  0.805
C -1.02080 -3.22891 -3.47997  -0.760
C -0.21646 -3.85458 -4.41262  -0.809
C 1.16405 -3.70860 -4.29964  -0.603
C 1.71715 -2.95731 -3.28666  -0.614
C 0.91522 -2.29303 -2.33511  0.232
O 1.50831 -1.55402 -1.42527  -0.367
H -2.92916 -2.09040 -0.03995  0.162
H -1.71865 -3.38130 -0.07468  0.177
H -2.87903 -3.25849 -1.39053  0.589
H 1.54113 -0.12754 -3.69832  -0.281
H 2.09756 1.05372 -4.86868  0.673
H 1.51176 -1.03423 -6.26607  0.370
H -0.14894 -1.86660 -7.87875  0.382
H -2.48079 -1.02772 -7.79852  0.383
H -3.11389 0.64342 -6.08726  0.383
H -1.43917 1.45481 -4.46607  0.295
H -2.09854 -3.31878 -3.55613  0.373
H -0.64988 -4.43506 -5.21543  0.409
H 1.81635 -4.19153 -5.01892  0.388
H 2.78946 -2.84915 -3.18685  0.419
O 3.07304 -1.46565 0.94530  -0.869
C 3.86764 -0.54831 1.42444  0.341
C 5.13489 -0.35063 0.83116  -0.557
C 6.02629 0.57544 1.31956  -0.517
C 5.72690 1.35015 2.44384  -0.684
C 4.50763 1.16469 3.05792  -0.440
C 3.56787 0.25173 2.56698  0.752
C 2.32900 0.07597 3.29706  -0.715
N 1.31796 -0.48562 2.75997  0.677
N 0.20178 -0.72752 3.53217  -1.081
C -0.60429 -1.50853 2.86813  -0.019
O -0.39481 -2.01273 1.68845  -0.859
C -1.90132 -1.84780 3.51362  0.507
C -2.41237 -1.04215 4.52558  -0.136
C -3.65183 -1.32314 5.07609  -0.660
C -4.38440 -2.41475 4.62960  -0.394
C -3.87317 -3.22602 3.62712  -0.746
C -2.63776 -2.93987 3.06637  -0.100
H 5.36729 -0.95190 -0.03850  0.447
H 6.98021 0.70581 0.82077  0.357
H 6.43558 2.07266 2.82468  0.399
H 4.25130 1.74090 3.94044  0.289
H 2.26376 0.39677 4.34039  0.486
H -1.83723 -0.18558 4.84687  0.421
H -4.05318 -0.68074 5.84888  0.382
H -5.35378 -2.62911 5.06103  0.379
H -4.44137 -4.07699 3.27449  0.396
H -2.23405 -3.54785 2.27140  0.427
C 1.57282 4.01809 4.81554  -1.390
Sb 0.63905 3.36496 2.98298  0.498
C -0.44311 5.21033 2.71762  -1.403
C 2.27509 4.00341 1.74728  -1.230
H 2.02254 4.99901 4.66651  0.392
H 2.34517 3.31475 5.12202  0.326
H 0.83026 4.07797 5.60987  0.399
H 0.20204 6.05209 2.96658  0.418
H -1.32815 5.22925 3.35001  0.403
H -0.75697 5.29833 1.67901  0.360
H 2.73665 4.89092 2.18162  0.453
H 1.89187 4.23498 0.75535  0.366
H 3.01629 3.21303 1.64623  0.280
C -2.39072 2.38782 0.52486  -0.650
S -2.38465 1.18811 1.86300  0.319
C -3.81452 0.23631 1.33179  -0.751
H -3.25173 3.05446 0.58125  0.450
H -2.37685 1.86886 -0.43402  0.106
H -1.47303 2.96960 0.59926  0.023
H -3.64107 -0.15009 0.32783  0.022
H -4.72457 0.83789 1.34579  0.476
H -3.93630 -0.59705 2.02265  0.091

Forces on atoms 1 to 6 (eV/Å):
0.515 0.158 -0.287
-0.031 0.006 0.074
0.032 0.039 0.121
-0.025 -0.004 -0.189
-0.215 -0.179 0.120
0.188 0.201 -0.108